Entry 1:
C44H45B2BeN6O2 as an isolated structure. Source: the Open Molecules 2025 dataset; level of theory: wB97M-V/def2-TZVPD.

```
100
Properties=species:S:1:pos:R:3:forces:R:3
C -2.22926 -1.05385 -3.37421 -0.5 -0.1 -0.4
B 1.29821 1.08903 2.07009 0.3 -0.1 -0.2
Be -0.12554 0.11694 0.00893 -0.2 -0.3 -0.5
H 0.87224 0.69254 5.12940 0.0 0.0 0.1
H 3.49487 0.65538 -3.75960 0.0 0.1 0.0
H 5.61028 -3.36032 3.86328 0.0 -0.1 0.0
C 2.37910 -1.36017 0.41379 0.7 -0.6 0.8
H 3.42007 3.16964 1.75549 0.1 0.1 0.1
C 1.17031 -0.31858 4.85119 0.1 0.1 -0.1
H -4.33182 -1.06944 -3.99397 -0.1 0.1 -0.1
C -0.77664 -1.88326 2.15130 0.6 0.6 0.5
H -1.33495 -2.29013 -0.46209 0.0 0.0 -0.1
C -2.69533 1.32898 -4.31137 0.3 -0.2 0.3
C 2.27935 -0.60159 -2.48979 0.0 -0.2 0.0
C -2.96115 -5.10875 0.43277 0.0 0.0 0.0
C 3.91994 -0.78461 2.42760 0.6 0.0 0.6
C -2.06366 -3.98489 2.35396 0.0 0.3 0.0
C -1.94641 -2.24275 -4.29310 0.1 0.3 0.3
H 1.87167 1.49288 3.02065 0.2 0.1 0.2
C 2.21657 -2.31720 -4.73107 -0.1 -0.3 -0.2
H 0.54520 5.00258 3.31295 0.0 0.0 0.0
C 4.40311 -2.08293 2.65747 -0.1 0.1 -0.1
O -1.00757 0.83187 -2.67486 0.0 0.5 0.1
C -0.57089 0.16393 -4.93319 -0.2 0.1 0.4
N 0.36527 2.13371 1.54393 -0.1 1.3 0.4
H -1.00493 -0.22254 -5.85362 0.0 0.0 -0.1
C 3.96031 2.68254 0.94117 -0.1 -0.4 0.1
C -1.64022 0.32094 -3.84415 -0.1 -0.1 -0.7
H 4.25251 3.44594 0.21845 0.0 0.0 0.0
H 3.39114 -0.82505 -5.70978 0.1 0.1 0.0
H -3.34499 1.61423 -3.48843 -0.1 0.0 0.0
H 4.87477 2.24449 1.36144 0.1 0.1 0.1
H -6.06383 3.64904 -1.86583 -0.1 0.0 -0.1
C 1.56835 -2.66821 -3.55112 0.1 0.0 -0.2
C 3.02281 -0.58191 1.34670 -1.0 -0.4 -1.4
C -1.54757 -2.95992 1.54999 -0.4 -0.6 -0.5
C 2.94442 -0.27208 -3.69477 -0.1 0.1 0.1
C -2.75798 -5.04303 1.80209 -0.1 -0.1 0.0
C -2.54306 3.02944 -0.34567 -0.8 -0.1 -0.5
C -4.64335 2.19275 -1.18190 -0.3 0.0 0.0
H -0.88222 -2.37030 -4.44386 0.2 0.0 -0.1
H -2.59247 -4.14063 -1.44339 0.0 0.0 -0.1
H -1.93151 -3.96182 3.42457 0.0 0.0 0.1
N 2.32743 0.66968 0.94404 0.6 0.5 1.3
C -0.86511 3.92208 1.27400 0.1 -0.3 -0.1
C 1.59259 -1.83548 -2.45958 -0.2 0.1 0.0
C -3.73832 -1.04610 -3.08330 0.4 0.0 0.0
H 4.08203 -2.85759 1.98109 0.0 -0.2 -0.1
H -2.44421 -2.12137 -5.25349 0.0 0.0 -0.1
N 1.69107 -0.13420 -0.09880 -1.3 -0.3 0.1
C -1.73861 -3.05436 0.17312 0.1 0.2 0.5
H 2.24593 -0.32987 4.68134 0.1 0.1 0.1
C 2.89738 -1.10800 -4.78762 0.0 -0.1 -0.1
C 4.34291 0.22638 3.30057 -0.1 0.0 -0.3
C 5.24899 -2.35171 3.70855 0.1 -0.1 0.1
N 0.48192 -0.14041 2.43647 0.0 -0.2 1.2
H 2.01406 4.14437 2.82455 0.0 0.0 0.1
H 3.73863 1.85557 -1.81107 0.1 0.0 -0.1
C -2.44920 -4.10569 -0.37311 -0.1 -0.1 -0.1
H 6.31534 -1.55225 5.39884 0.0 0.0 0.0
H -2.34436 5.16734 -0.45369 0.1 0.1 0.0
B -0.93629 -0.12625 -1.67951 0.0 -0.1 0.1
C -3.39401 1.96050 -0.63646 0.3 0.2 0.1
H -4.54364 5.55600 -1.41591 0.0 0.1 -0.1
H -3.29335 0.91583 -5.12067 -0.1 0.0 -0.1
H -5.30900 1.36117 -1.36981 0.0 -0.1 0.0
H 3.99415 1.23544 3.16201 0.0 0.1 0.0
C 5.65143 -1.33929 4.57126 0.1 0.1 0.2
H 5.48657 0.75475 5.01650 0.0 0.0 0.0
H -3.51198 -5.93456 0.00389 0.0 0.0 0.0
C 3.15067 1.32834 -1.07836 -0.5 -0.3 0.5
H 2.18449 -2.97678 -5.58738 0.0 0.0 -0.1
C -1.31843 2.89391 0.42323 0.9 0.0 0.7
C -5.07557 3.47909 -1.46403 0.1 -0.1 0.1
C -4.22859 4.54435 -1.20569 -0.2 0.1 -0.1
H 0.94116 -0.99701 5.67027 0.0 0.0 0.0
H -3.07229 0.95300 -0.42121 0.0 -0.1 0.1
C -2.98464 4.32337 -0.65731 0.3 -0.3 0.1
N -0.53738 1.81476 0.60821 -0.1 -0.3 -0.5
H -3.13788 -5.82848 2.44400 0.0 0.0 0.0
H -3.95896 -1.93030 -2.48861 -0.1 -0.1 0.0
H -2.32358 -3.14191 -3.81087 -0.1 -0.1 0.0
N -0.27726 -0.79375 1.54122 -0.5 -0.4 -0.5
O -1.59260 -1.26099 -2.12503 -0.1 -0.5 0.0
H 0.90837 3.39786 3.97704 0.1 0.1 0.1
C 5.18851 -0.05128 4.35596 0.2 -0.1 0.2
C 0.96284 4.02382 3.08686 0.1 -0.1 0.0
C 0.19005 3.39672 1.98119 -0.1 -0.1 -0.2
H -1.27740 4.90346 1.39611 -0.1 0.1 0.1
H 0.22160 -0.49586 -4.59659 0.1 -0.1 0.0
C 0.45350 -0.76891 3.62887 -0.2 -0.2 -0.1
H 1.04285 -3.61401 -3.48409 0.0 0.0 0.0
H -0.56048 -2.60296 4.24767 0.0 -0.1 0.1
C 3.12004 1.66920 0.24778 0.4 1.1 -0.9
H -2.19242 2.22771 -4.65983 0.0 0.1 -0.1
H -0.12262 1.13500 -5.12751 0.0 0.1 0.0
H -4.01252 -0.18057 -2.49334 -0.1 0.2 0.1
C 2.35098 0.22041 -1.34945 0.6 0.9 -0.7
H 1.10420 -2.13446 -1.54923 0.0 -0.1 0.1
C -0.34414 -1.87970 3.48769 0.0 0.2 -0.2
```
Forces are in eV/Å.

* net charge: -1
* spin multiplicity: 1
* LUMO: 2.39 eV
* electronic energy: -2247.300464 hartree
* Kohn-Sham gap: 4.559 eV



Entry 2:
C44H45BF2N10OPRe as an isolated structure. Source: the Open Molecules 2025 dataset; level of theory: wB97M-V/def2-TZVPD.

```
105
Properties=species:S:1:pos:R:3:forces:R:3
H 5.63338 0.06406 -0.40867 0.0 -0.1 0.0
N 1.37129 -1.69722 -7.51543 0.0 0.0 0.0
N -1.28731 0.97257 -1.20951 -0.2 0.9 -0.4
H 4.53520 1.44176 -3.79914 0.0 0.0 0.0
C -3.77646 -3.38504 0.04015 0.3 0.1 0.0
H -6.94580 -2.21433 0.23086 0.0 0.0 0.0
H 2.28990 -1.46752 -4.97277 0.0 0.0 0.0
H -3.13977 3.01876 -2.75669 0.0 0.0 0.0
O -0.87760 -1.57005 -7.52761 0.0 0.0 0.1
C 0.92811 -2.74307 -0.12772 -0.6 0.3 -0.9
H 1.74032 1.89889 2.06401 0.0 0.1 0.0
H 3.90995 -3.61189 -1.56395 0.0 0.0 0.0
C -2.30474 3.20591 -2.07967 -0.2 0.3 0.1
C -3.12631 -2.21297 -0.36145 -0.9 0.0 -0.1
C -2.53294 1.28363 4.72876 -0.1 0.0 0.0
N -1.27256 -3.35114 -1.00243 -1.0 -0.4 -0.2
H 0.67671 6.02088 1.61978 0.0 0.0 0.0
C -0.90786 4.69469 2.19281 0.0 0.1 0.0
C -0.31116 -1.30339 4.54370 0.1 0.0 0.0
C 2.84073 -3.57685 -1.39863 0.0 0.0 0.0
N -0.74332 -0.16230 1.33482 0.1 -0.3 0.9
C -4.80360 0.38987 3.39792 -0.1 0.0 0.0
B 0.52701 -2.59456 1.37249 -0.3 0.3 0.7
C -3.77744 1.41168 5.32192 0.1 0.0 0.0
F -0.58940 -3.13166 1.86132 0.0 -0.1 -0.2
H -3.64880 3.60877 -0.41847 0.0 0.0 0.0
C 0.06512 -3.46829 -1.02963 0.8 0.2 0.5
H 4.73047 3.06219 -0.41238 -0.1 0.0 0.0
H 3.07491 0.05608 5.79328 0.0 0.0 0.0
H 2.99399 -2.29310 0.29203 0.0 0.0 0.0
H -3.35753 -0.13954 -0.84882 -0.1 -0.1 0.0
C -1.75242 1.93707 -1.63669 0.1 -0.2 0.1
C 0.16052 -1.47174 -5.40743 -0.2 0.1 0.4
H 1.36809 -1.81105 -8.51523 0.0 0.0 0.0
C 4.36136 2.46982 -1.24921 0.6 0.0 -0.1
H -3.86384 1.85268 6.30647 0.0 0.0 0.0
H -2.12901 -1.11798 -2.94210 0.0 0.0 0.1
H 1.82994 1.29079 4.07048 0.0 0.0 0.1
H 2.23089 -1.84919 -7.02331 0.0 0.0 0.0
H -3.44453 -0.19346 1.82511 0.0 0.0 -0.1
H -1.97295 -1.47718 -5.39418 0.0 0.0 0.0
H -1.63873 1.61675 5.24355 0.0 0.0 0.0
H 2.38206 4.23173 1.55602 0.0 0.0 0.0
C -1.08331 -1.38765 -4.78685 0.1 0.0 -0.2
C 5.52273 1.67171 -1.87281 -0.3 -0.1 0.1
C -2.75769 4.04251 -0.86961 0.0 -0.1 -0.1
H 3.93599 3.13835 -1.99637 -0.1 0.0 0.1
H 5.87805 0.32971 -3.52572 0.0 0.0 0.0
H 6.67629 1.43711 -0.04442 0.0 0.0 0.0
C 1.28167 -1.38384 -4.58959 -0.1 0.0 -0.2
C -0.31120 2.37226 2.45484 -0.1 -0.1 0.2
H -1.53655 3.74282 -2.63962 0.0 -0.1 0.0
C 0.40072 4.99962 1.84928 0.0 0.1 0.0
C 0.21056 -0.12643 4.00727 -0.2 0.2 -0.2
C -3.86539 -1.04305 -0.53645 0.2 -0.1 -0.1
H -2.28968 3.15704 2.75655 0.0 0.0 0.0
H 6.20669 2.43437 -2.25480 0.0 0.0 0.0
C 1.11644 -1.18412 -3.23429 0.3 0.1 0.1
H -1.65219 5.48031 2.23126 0.0 0.0 0.0
P -0.78869 0.61865 2.68683 0.1 -0.1 -0.7
C 2.12511 -0.32526 5.44089 0.1 0.0 0.0
C -4.91286 0.96782 4.65326 0.0 0.0 0.0
C -1.26625 3.38690 2.49183 0.1 0.0 0.0
H 2.16541 -2.04196 6.72140 0.0 0.0 0.0
N 2.27885 0.27062 0.50325 0.3 0.0 0.0
C 0.62788 -4.33817 -1.99123 -0.2 -0.1 0.0
H 4.34145 0.04897 -2.71164 0.0 0.0 0.0
H 1.98180 -1.13081 -2.58513 0.0 0.0 0.0
H -3.18527 -4.27748 0.18361 0.0 0.0 0.0
C 0.16420 -1.59556 -6.90638 0.1 -0.1 -0.2
C 2.32726 -2.81313 -0.38625 0.1 0.0 0.1
N 3.27284 1.63922 -0.75808 -0.4 -0.1 -0.1
C 0.39055 -1.98870 5.51964 0.0 0.0 0.0
N 1.43767 0.55699 -0.51723 -0.1 0.1 0.2
C -5.23406 -1.05089 -0.33119 -0.1 0.0 0.0
H -5.68724 0.02969 2.88576 0.0 0.0 0.0
C -2.42853 0.71672 3.45908 0.3 0.1 0.0
N 3.36961 0.91466 0.36453 0.1 0.1 0.0
N -0.07893 -1.06089 -2.64003 0.0 0.1 0.0
C -5.87582 -2.21375 0.06977 0.0 0.0 0.0
C 2.06864 1.41630 -1.29171 -0.1 -0.1 0.1
C 1.98028 -4.37881 -2.18025 0.0 0.0 0.0
C 1.42583 0.36861 4.46340 0.0 -0.1 0.0
H 1.68738 1.86082 -2.19464 0.0 0.0 0.0
H -5.63134 -4.28186 0.59323 0.0 0.0 0.0
H -5.80558 -0.14399 -0.48398 0.0 0.0 0.0
H -1.97333 4.07676 -0.11420 0.0 0.0 -0.1
C 5.03456 0.82603 -3.04720 0.0 0.1 0.0
C -5.13956 -3.37683 0.26187 0.0 0.0 0.1
H 7.11121 0.31828 -1.33907 0.0 0.0 0.0
H -5.88409 1.06927 5.12012 0.0 0.0 0.0
C -3.55808 0.26562 2.79683 0.1 0.0 0.0
N -1.74827 -2.20158 -0.61166 2.0 1.2 0.1
C 1.00086 2.68556 2.10198 -0.1 0.1 0.0
H 2.40477 -5.02983 -2.93389 0.0 0.0 0.0
C 1.35532 3.99250 1.80700 0.1 0.0 0.0
H -2.98763 5.05808 -1.18583 0.0 0.0 0.0
F 1.43299 -2.22304 2.27000 0.2 0.0 -0.2
C -1.16620 -1.18316 -3.42894 0.0 -0.1 0.0
H -0.01165 -2.90594 5.92969 0.0 0.0 0.0
H -1.25838 -1.68182 4.17973 0.0 0.0 0.0
C 1.61291 -1.50212 5.96330 0.0 0.0 0.0
C 6.27641 0.82198 -0.85161 0.0 0.2 -0.1
H -0.05238 -4.92025 -2.59997 0.0 0.0 0.0
Re -0.37863 -0.61001 -0.51994 -0.4 -2.3 -0.1
```
Forces are in eV/Å.

* net charge: +1
* spin multiplicity: 2
* LUMO (alpha / beta): -3.38 / -3.35 eV
* electronic energy: -2970.619297 hartree
* Kohn-Sham gap (alpha / beta): 5.021 / 4.918 eV
* energy relative to the best compared isomer or geometry (same formula, charge and spin): 47.6 kcal per mole



Record-wise F_max values, in eV/A: 1.75; 2.32